P | Entry from the OMol25 dataset: a structure of composition C3H11P3 (wB97M-V/def2-TZVPD).

The geometry in XYZ format:
```
17
C3H11P3, DFT wB97M-V/def2-TZVPD
C 1.412 0.873 0.997
C 0.580 0.253 -1.374
C 0.361 0.219 0.128
P 0.578 -2.031 0.757
P -2.716 0.258 -0.512
P -1.171 0.546 1.026
H 0.954 1.346 1.816
H 1.789 1.616 0.293
H 2.043 0.114 1.539
H -0.234 -0.366 -1.837
H 0.812 1.214 -1.704
H 1.431 -0.466 -1.568
H 1.837 -2.265 -0.070
H -0.308 -2.509 -0.350
H -3.854 0.221 0.406
H -2.491 -1.030 -0.379
H -1.022 2.005 0.829
```

The calculation puts the HOMO energy at -8.4 eV. Its frontier orbital gap is 9.0039 eV.

Q | Entry from the OMol25 dataset: the molecule C3H11P3 (wB97M-V/def2-TZVPD).

The geometry in XYZ format:
```
17
C3H11P3, DFT wB97M-V/def2-TZVPD
C 1.463 -1.850 -0.584
C 0.182 -1.162 0.057
C 0.060 0.286 -0.486
P -1.208 0.974 2.204
P -1.270 3.140 -0.187
P -1.631 0.987 0.103
H 1.308 -2.233 -1.679
H 2.291 -1.125 -0.576
H 1.873 -2.593 0.068
H -0.747 -1.736 -0.296
H 0.065 -1.300 1.182
H 0.799 0.926 -0.068
H -0.038 0.504 -1.521
H -1.870 -0.333 2.414
H -2.269 1.973 2.360
H 0.025 3.170 0.459
H -0.607 2.710 -1.347
```

Its SMILES is CCCP(P)#[PH2]. The calculation puts the HOMO energy at -8.5 eV. Its frontier orbital gap is 9.4928 eV.

Short version: Q is the most stable of them.

P | Entry from the OMol25 dataset: a structure of composition C10H27NO6Ti (wB97M-V/def2-TZVPD).

The geometry in XYZ format:
```
45
C10H27NO6Ti, DFT wB97M-V/def2-TZVPD
Ti 0.756 0.585 -0.267
C -0.456 1.168 2.921
O 0.375 0.336 2.158
C 1.470 -0.145 2.882
C 2.444 -0.946 1.984
N 1.949 -1.333 0.672
C 1.132 -2.553 0.623
C -0.343 -2.378 1.002
O -1.075 -1.380 0.329
C -2.469 -1.548 0.488
H 0.003 2.131 3.170
H -0.627 0.759 3.929
H -1.449 1.294 2.501
H 1.196 -0.649 3.816
H 2.134 0.637 3.286
H 2.772 -1.844 2.525
H 3.324 -0.336 1.777
H 2.680 -1.377 -0.021
H 1.515 -3.327 1.299
H 1.265 -2.965 -0.382
H -0.273 -2.181 2.085
H -0.867 -3.339 0.996
H -2.876 -2.323 -0.172
H -2.921 -0.614 0.159
H -2.754 -1.796 1.510
C -1.595 -0.742 -3.071
C -0.137 -1.014 -2.737
O 0.612 0.227 -2.795
O -1.828 -0.677 -4.471
H -1.828 0.197 -2.559
H -2.271 -1.471 -2.612
H 0.307 -1.639 -3.522
H 0.093 -1.482 -1.785
H 0.556 0.598 -3.681
H -2.278 -1.501 -4.675
C -0.622 3.430 -0.441
C 0.772 3.390 -1.017
O 1.738 2.680 -0.203
O -1.112 2.071 -0.520
H -1.317 4.000 -1.054
H -0.538 3.792 0.587
H 1.136 4.421 -1.122
H 0.853 2.999 -2.036
H 2.559 2.795 -0.698
H -2.007 2.053 -0.861
```

Its total charge is +1. The expectation value of S² is 3.7516. The calculation puts the HOMO energy (alpha / beta) at -7.5 / -12.8 eV. Its frontier orbital gap (alpha / beta) is 5.2902 / 10.4448 eV. Its multiplicity is 4.

Q | Entry from the OMol25 dataset: a structure of composition C10H27NO6Ti (wB97M-V/def2-TZVPD).

The geometry in XYZ format:
```
45
C10H27NO6Ti, DFT wB97M-V/def2-TZVPD
Ti -19.728 10.431 -9.399
C -24.508 17.491 -6.070
O -23.513 16.459 -6.445
C -22.339 16.820 -7.119
C -21.616 15.601 -7.648
N -22.255 14.690 -8.603
C -22.095 15.165 -9.935
C -22.977 14.466 -10.990
O -22.483 13.117 -11.117
C -22.976 12.610 -12.345
H -24.955 18.113 -6.845
H -23.969 18.219 -5.464
H -25.322 17.002 -5.536
H -21.693 17.388 -6.450
H -22.627 17.509 -7.913
H -21.387 14.902 -6.844
H -20.679 16.075 -7.942
H -23.243 14.830 -8.443
H -21.015 15.271 -10.039
H -22.487 16.177 -10.036
H -22.912 15.135 -11.848
H -23.963 14.414 -10.527
H -22.353 12.919 -13.184
H -24.013 12.872 -12.555
H -22.826 11.537 -12.225
C -20.905 6.023 -7.182
C -19.452 5.944 -7.585
O -18.711 7.026 -7.135
O -21.498 6.910 -8.045
H -20.823 6.522 -6.216
H -21.273 5.004 -7.060
H -19.146 5.694 -8.601
H -19.013 5.099 -7.055
H -17.822 6.664 -7.143
H -22.192 6.478 -8.548
C -15.050 11.293 -11.587
C -15.159 9.830 -11.977
O -16.438 9.435 -12.598
O -15.811 11.535 -10.450
H -15.487 11.945 -12.343
H -14.038 11.627 -11.356
H -15.146 9.184 -11.099
H -14.262 9.580 -12.543
H -16.520 9.801 -13.482
H -15.392 11.307 -9.616
```

Its total charge is +1. The expectation value of S² is 3.7505. The calculation puts the HOMO energy (alpha / beta) at -11.2 / -11.2 eV. Its frontier orbital gap (alpha / beta) is 6.8086 / 6.8983 eV. Its multiplicity is 4.

Short version: P is the most stable of them.

P | Entry from the OMol25 dataset: a cluster of 2 separate species, H2O3PS in total (wB97M-V/def2-TZVPD).

The geometry in XYZ format:
```
7
H2O3PS, DFT wB97M-V/def2-TZVPD
O 4.390 -1.606 2.187
O 5.036 -2.511 -0.022
O 3.453 -3.762 1.411
P -0.086 -0.399 -0.527
S 4.049 -2.473 1.058
H -1.414 -0.044 -0.357
H 0.326 0.761 0.095
```

Its total charge is -1. The calculation puts the HOMO energy (alpha / beta) at -2.9 / -5.0 eV. Its frontier orbital gap (alpha / beta) is 4.1696 / 8.6615 eV.

Q | Entry from the OMol25 dataset: a cluster of 2 separate species, H2O3PS in total (wB97M-V/def2-TZVPD).

The geometry in XYZ format:
```
7
H2O3PS, DFT wB97M-V/def2-TZVPD
O -0.080 0.896 -2.279
O -1.825 1.122 -0.528
O -1.252 -1.114 -1.428
P 1.435 -1.034 1.849
S -0.827 0.269 -1.184
H 0.608 -0.135 2.503
H 1.942 -0.005 1.067
```

Its total charge is -1. The calculation puts the HOMO energy (alpha / beta) at -3.2 / -5.3 eV. Its frontier orbital gap (alpha / beta) is 5.1387 / 9.1482 eV.

Short version: Q is the most stable of them.

P | Entry from the OMol25 dataset: a structure of composition CHN3O (wB97M-V/def2-TZVPD).

The geometry in XYZ format:
```
6
CHN3O, DFT wB97M-V/def2-TZVPD
C 0.848 0.087 0.111
N -1.483 -0.662 0.612
N -1.408 0.341 -0.915
N -0.596 -0.091 -0.107
O 1.505 0.588 -0.742
H 1.134 -0.263 1.042
```

The calculation puts the HOMO energy (alpha / beta) at -9.4 / -9.7 eV. Its frontier orbital gap (alpha / beta) is 8.3340 / 8.6137 eV.

Q | Entry from the OMol25 dataset: a cluster of 2 separate species, CHN3O in total (wB97M-V/def2-TZVPD).

The geometry in XYZ format:
```
6
CHN3O, DFT wB97M-V/def2-TZVPD
C 1.325 0.494 0.698
N 2.339 0.464 1.220
N -0.988 -2.300 2.261
N -0.811 -1.258 1.850
O 0.138 0.331 0.233
H -0.441 0.635 0.836
```

Its SMILES is N#CO.N#N. The calculation puts the HOMO energy at -11.4 eV. Its frontier orbital gap is 11.8805 eV.

Short version: Q is the most stable of them.

P | Entry from the OMol25 dataset: the molecule C2H5NSi (wB97M-V/def2-TZVPD).

The geometry in XYZ format:
```
9
C2H5NSi, DFT wB97M-V/def2-TZVPD
C 1.899 -1.108 -0.130
C 1.053 -0.469 0.463
N 0.012 0.363 0.768
Si -1.280 0.642 -0.368
H 2.501 -1.912 -0.506
H 0.089 0.587 1.758
H -0.767 -0.238 -1.362
H -1.126 1.956 -1.101
H -2.382 0.179 0.477
```

Its SMILES is C#CN[SiH3]. The calculation puts the HOMO energy at -8.5 eV. Its frontier orbital gap is 9.4041 eV.

Q | Entry from the OMol25 dataset: the molecule C2H5NSi (wB97M-V/def2-TZVPD).

The geometry in XYZ format:
```
9
C2H5NSi, DFT wB97M-V/def2-TZVPD
C 1.747 0.149 -0.201
C 0.144 0.695 0.465
N 2.768 -0.061 -0.645
Si -1.079 -0.474 -0.212
H 0.283 1.724 0.168
H 0.471 0.617 1.543
H -0.952 -1.658 0.588
H -0.848 -0.840 -1.521
H -2.534 -0.152 -0.183
```

Its SMILES is N#CC[SiH3]. The calculation puts the HOMO energy at -12.0 eV. Its frontier orbital gap is 12.4357 eV.

Short version: Q is the most stable of them.

P | Entry from the OMol25 dataset: a cluster of 2 separate species, C10H18NS in total (wB97M-V/def2-TZVPD).

The geometry in XYZ format:
```
30
C10H18NS, DFT wB97M-V/def2-TZVPD
C -0.889 1.555 0.069
C 1.172 -2.010 0.449
C 0.433 -2.954 0.655
C -0.737 0.508 -0.923
C 3.608 -2.315 -1.253
C 3.732 -1.506 -0.223
C -2.155 0.114 -1.409
C -0.007 0.916 -2.185
C -1.010 2.348 2.273
C -1.185 0.036 1.978
N -0.998 1.278 1.317
S 2.338 -0.707 0.554
H -0.454 -3.532 0.621
H -0.312 -0.461 -0.491
H 2.559 -2.714 -1.550
H 4.332 -2.967 -1.743
H -0.982 2.591 -0.173
H 4.782 -1.088 0.001
H -2.760 0.996 -1.537
H -2.170 -0.435 -2.314
H -2.778 -0.347 -0.569
H 1.107 0.860 -2.161
H -0.359 0.450 -3.097
H -0.290 1.982 -2.345
H -2.071 2.731 2.561
H -0.672 2.176 3.266
H -0.560 3.212 1.862
H -1.872 -0.535 1.470
H -0.304 -0.498 1.919
H -1.497 0.317 2.979
```

Its total charge is +1. The calculation puts the HOMO energy at -11.7 eV. Its frontier orbital gap is 7.6159 eV.

Q | Entry from the OMol25 dataset: the ion C10H18NS with charge +1 (wB97M-V/def2-TZVPD).

The geometry in XYZ format:
```
30
C10H18NS, DFT wB97M-V/def2-TZVPD
C -1.862 -0.451 -2.212
C -3.053 -0.058 -1.765
C -0.599 -0.164 -1.477
C -3.240 0.612 -0.522
C -0.467 -0.555 -0.203
C -2.255 1.469 -0.035
C 1.545 -1.911 0.499
C 0.276 -0.662 2.184
C 1.751 0.575 0.573
C 0.844 -0.574 0.696
N 1.988 1.143 -0.774
S -1.251 2.556 -0.950
H -1.746 -1.098 -3.045
H -3.940 -0.468 -2.244
H 0.107 0.236 -2.164
H -3.920 0.106 0.048
H -1.452 -0.847 0.245
H -2.293 1.726 1.071
H 2.152 -2.246 1.482
H 2.157 -1.930 -0.345
H 0.793 -2.675 0.322
H -0.644 -1.150 2.195
H 0.911 -1.030 2.923
H -0.040 0.378 2.456
H 2.752 0.206 0.969
H 1.437 1.392 1.216
H 2.936 1.461 -0.785
H 1.325 1.891 -1.025
H 2.030 0.418 -1.418
H -1.771 2.194 -2.162
```

Its SMILES is CC(C)(/C=C/C=C\C=C/S)C[NH3+]. Its total charge is +1. The calculation puts the HOMO energy at -11.3 eV. Its frontier orbital gap is 7.9743 eV.

Short version: Q is the most stable of them.

P | Entry from the OMol25 dataset: the molecule C3H3BrClF (wB97M-V/def2-TZVPD).

The geometry in XYZ format:
```
9
C3H3BrClF, DFT wB97M-V/def2-TZVPD
C -0.138 -0.819 -0.058
C 0.814 0.054 -0.711
C -0.712 0.250 0.805
F 2.007 0.239 -0.128
Cl 0.078 1.232 1.943
Br -2.185 1.179 -0.092
H -0.770 -1.278 -0.677
H 0.235 -1.556 0.626
H 0.671 0.700 -1.709
```

The calculation puts the HOMO energy (alpha / beta) at -8.0 / -8.1 eV. Its frontier orbital gap (alpha / beta) is 8.4396 / 8.1093 eV.

Q | Entry from the OMol25 dataset: a structure of composition C3H3BrClF (wB97M-V/def2-TZVPD).

The geometry in XYZ format:
```
9
C3H3BrClF, DFT wB97M-V/def2-TZVPD
C -0.856 -1.032 -0.737
C -1.242 -0.251 0.277
C 2.107 1.776 -0.259
F -1.065 -0.629 1.649
Cl 1.463 2.106 1.208
Br 2.681 -0.063 -0.298
H -0.718 -0.643 -1.727
H -0.743 -2.008 -0.608
H -1.628 0.744 0.495
```

The calculation puts the HOMO energy at -9.5 eV. Its frontier orbital gap is 8.3818 eV.

Short version: P is the most stable of them.

P | Entry from the OMol25 dataset: a structure of composition C18H11AsN4O2S10W (wB97M-V/def2-TZVPD).

The geometry in XYZ format:
```
47
C18H11AsN4O2S10W, DFT wB97M-V/def2-TZVPD
W 0.062 0.297 0.248
O -3.222 3.140 -5.484
C -2.727 2.613 -4.528
S -1.326 1.511 -4.632
C -1.236 1.204 -2.919
C -2.103 1.826 -2.120
S -2.028 1.576 -0.425
S -3.284 2.877 -2.856
S -0.136 0.051 -2.261
O -1.081 -1.192 0.647
N -1.352 -2.306 -0.011
C -2.569 -2.833 0.252
C -2.941 -3.987 -0.367
C -2.043 -4.592 -1.256
C -0.809 -4.036 -1.483
C -0.418 -2.853 -0.829
S 1.108 -2.126 -0.934
H -3.159 -2.281 0.968
H -3.912 -4.411 -0.158
H -2.324 -5.503 -1.770
H -0.098 -4.486 -2.159
N 4.099 0.964 -0.614
C 3.712 1.964 -1.509
C 4.433 2.797 -2.352
C 3.704 3.712 -3.092
C 2.307 3.797 -2.988
C 1.596 2.963 -2.144
C 2.329 2.040 -1.413
N 1.920 1.088 -0.483
C 2.990 0.487 -0.028
C 2.800 -0.465 1.028
C 3.681 -1.281 1.607
S 2.935 -2.300 2.786
C 1.381 -1.336 2.672
N 1.480 -0.551 1.456
H 5.033 0.643 -0.433
H 5.513 2.746 -2.425
H 4.225 4.382 -3.764
H 1.774 4.530 -3.581
H 0.521 3.024 -2.044
H 4.736 -1.372 1.375
H 0.533 -2.011 2.655
S 1.227 -0.323 4.197
As -1.026 -0.168 4.303
S 0.466 2.329 1.607
S -1.151 1.267 2.206
S -1.807 -1.986 3.663
```

The calculation puts the HOMO energy at -7.3 eV. Its frontier orbital gap is 5.6187 eV.

Q | Entry from the OMol25 dataset: a structure of composition C18H11AsN4O2S10W (wB97M-V/def2-TZVPD).

The geometry in XYZ format:
```
47
C18H11AsN4O2S10W, DFT wB97M-V/def2-TZVPD
W -0.460 -0.862 0.119
O 2.116 -3.895 -5.719
C 1.717 -3.408 -4.702
S 0.333 -4.036 -3.778
C 0.450 -2.885 -2.463
C 1.419 -1.964 -2.526
S 1.646 -0.780 -1.270
S 2.474 -1.995 -3.919
S -0.619 -3.046 -1.094
O -1.828 -0.763 -1.506
N -2.552 0.347 -1.734
C -3.820 0.206 -2.147
C -4.533 1.314 -2.523
C -3.914 2.566 -2.467
C -2.615 2.680 -2.026
C -1.918 1.534 -1.635
S -0.301 1.427 -1.095
H -4.176 -0.813 -2.136
H -5.556 1.202 -2.848
H -4.460 3.452 -2.759
H -2.119 3.637 -1.963
N 3.002 0.646 2.388
C 2.461 1.915 2.341
C 2.946 3.118 2.838
C 2.130 4.218 2.688
C 0.877 4.105 2.075
C 0.407 2.910 1.574
C 1.226 1.782 1.692
N 1.055 0.433 1.335
C 2.129 -0.186 1.796
C 2.205 -1.625 1.754
C 3.166 -2.475 2.197
S 2.642 -4.088 1.961
C 1.182 -3.528 1.304
N 1.079 -2.228 1.247
H 3.881 0.378 2.796
H 3.909 3.181 3.324
H 2.455 5.180 3.058
H 0.251 4.984 1.997
H -0.567 2.839 1.125
H 4.126 -2.244 2.625
H 0.399 -4.195 0.972
S -4.353 -1.904 0.522
As -2.447 -2.483 1.025
S -2.065 0.576 1.255
S -1.369 -0.905 2.422
S -2.012 -4.318 1.883
```

The calculation puts the HOMO energy at -7.1 eV. Its frontier orbital gap is 6.1859 eV.

Short version: Q is the most stable of them.